# 1
{
  "formula": "C7H10",
  "method": "ωB97M-V/def2-TZVPD",
  "relative_energy_ev": 6.0797,
  "orbital_gap_ev": 8.40,
  "elements": ["C", "C", "C", "C", "C", "C", "C", "H", "H", "H", "H", "H", "H", "H", "H", "H", "H"],
  "xyz": [[1.6759, -0.8772, -0.2187], [0.2995, -0.3295, 0.0449], [-1.0507, -1.0527, -0.1140], [-1.4073, 0.3858, 0.2669], [0.2710, 2.0900, -0.3269], [-0.2306, 0.2926, 1.3453], [-0.3671, 0.8760, -0.7608], [1.8605, -1.7481, 0.4204], [1.7755, -1.1925, -1.2623], [2.4499, -0.1329, -0.0039], [-1.2692, -1.8185, 0.6317], [-1.3151, -1.3749, -1.1252], [-2.4142, 0.8175, 0.3565], [0.3974, 2.6014, -1.2858], [-0.4586, -0.4073, 2.1479], [0.3048, 1.1671, 1.7386], [-0.5902, 0.6757, -1.8257]],
  "nbo_charge": [-0.626, 0.063, -0.393, -0.154, -0.044, -0.399, -0.425, 0.221, 0.215, 0.223, 0.195, 0.196, 0.215, 0.086, 0.190, 0.248, 0.189]
}

# 2
{
  "formula": "C17H27CrN3S2",
  "method": "ωB97M-V/def2-TZVPD",
  "charge": 2,
  "orbital_gap_ev": [7.35, 8.33],
  "multiplicity": 5,
  "elements": ["Cr", "S", "S", "C", "C", "C", "N", "C", "C", "H", "H", "H", "H", "H", "H", "H", "H", "C", "H", "H", "H", "H", "H", "H", "H", "C", "C", "H", "H", "H", "H", "N", "C", "C", "C", "C", "C", "C", "C", "C", "N", "C", "H", "H", "H", "H", "H", "H", "H", "H"],
  "xyz": [[-0.8278, 0.1927, 0.3834], [-1.5437, 1.1729, -1.6269], [1.0706, -1.1702, 1.3374], [-2.8801, 2.2499, -0.9418], [-2.4897, -0.3191, -2.1343], [-2.6009, -1.4231, -1.0973], [-1.2834, -1.5374, -0.4174], [-1.1358, -2.7023, 0.4863], [0.3137, -2.7916, 0.8869], [-1.9339, -0.6812, -2.9992], [-3.4758, 0.0277, -2.4374], [-2.8519, -2.4027, -1.5467], [-3.3807, -1.2403, -0.3302], [-1.4612, -3.5893, -0.0691], [-1.8477, -2.6045, 1.3181], [0.9141, -3.1387, 0.0468], [0.4425, -3.4663, 1.7290], [0.9156, -1.3255, 3.1334], [-0.5428, -1.5799, -1.1226], [-0.0921, -1.5729, 3.4844], [1.2331, -0.4146, 3.6515], [1.5723, -2.1351, 3.4622], [-2.4565, 3.0430, -0.3224], [-3.6290, 1.7036, -0.3658], [-3.3710, 2.7114, -1.7989], [1.9247, -0.9370, -2.3006], [2.1165, 0.1878, -1.5962], [1.3061, -0.9429, -3.2159], [2.4513, -1.8901, -2.1299], [1.9742, 1.1742, -2.0294], [2.5153, 0.2221, -0.5894], [-1.8846, 0.2449, 2.1297], [-1.1102, 1.1311, 2.9682], [-1.3818, 1.1569, 4.3098], [-0.7585, 2.1843, 5.0397], [-0.0286, 3.1884, 4.4045], [0.2837, 3.1665, 3.0130], [0.8382, 4.1893, 2.2218], [1.0828, 3.9919, 0.8726], [0.6894, 2.7971, 0.2707], [0.0452, 1.8551, 0.9983], [-0.1888, 2.0110, 2.3413], [-2.1082, -0.6805, 2.5143], [-2.7571, 0.5939, 1.7020], [-2.0404, 0.4107, 4.7697], [-0.9303, 2.1860, 6.1155], [0.3007, 4.0405, 4.9851], [1.0142, 5.1444, 2.6915], [1.5493, 4.7442, 0.2509], [0.7914, 2.5928, -0.8040]],
  "nbo_charge": [0.998, 0.288, 0.268, -0.722, -0.529, -0.231, -0.676, -0.226, -0.524, 0.253, 0.269, 0.240, 0.206, 0.235, 0.198, 0.250, 0.265, -0.740, 0.393, 0.208, 0.254, 0.258, 0.246, 0.216, 0.264, -0.407, -0.390, 0.204, 0.227, 0.203, 0.201, -0.907, 0.155, -0.185, -0.180, -0.142, -0.077, -0.058, -0.246, 0.100, -0.552, 0.115, 0.400, 0.388, 0.247, 0.254, 0.247, 0.253, 0.261, 0.227]
}

# 3
{
  "formula": "C2H7NO3",
  "method": "ωB97M-V/def2-TZVPD",
  "relative_energy_ev": 4.0458,
  "orbital_gap_ev": 9.53,
  "elements": ["C", "C", "N", "O", "O", "O", "H", "H", "H", "H", "H", "H", "H"],
  "xyz": [[-0.3328, 0.6944, -0.4126], [0.2981, -0.6074, -0.4187], [0.7550, -1.1739, 0.7183], [-0.7531, 1.1524, 0.7998], [-1.5704, -0.9086, -0.6754], [1.3484, 1.3026, -0.6411], [-1.5878, 1.6229, 0.6728], [-1.8086, -1.3629, 0.1463], [1.6120, 1.6281, 0.2317], [-0.7200, 1.1245, -1.3205], [0.6670, -0.9851, -1.3588], [1.5875, -1.7395, 0.6592], [0.5047, -0.7474, 1.5991]],
  "nbo_charge": [0.391, 0.273, -0.789, -0.695, -0.938, -0.905, 0.503, 0.445, 0.448, 0.218, 0.237, 0.408, 0.406]
}